10
Properties=species:S:1:pos:R:3:forces:R:3 method="wB97M-V/def2-TZVPD" e_homo_ev=-9.62 homo_lumo_gap_ev=8.8
C -0.34964 0.24077 -0.45349 -0.2 0.2 2.5
C 0.55495 -0.23142 0.68004 2.6 3.0 2.7
H 0.91327 -0.73635 -2.99068 0.7 0.0 2.5
H 1.66119 -0.15032 0.50204 -0.9 -0.7 -0.7
N -0.05047 0.03546 -1.66744 -2.9 2.3 0.5
N 0.49116 -0.00213 1.97688 -2.7 -2.3 -2.7
N -1.12525 -0.09381 2.33239 2.9 2.1 -2.7
N -1.75874 0.47656 1.50373 -3.4 -0.3 1.4
O 1.04176 -0.66886 -1.97571 0.4 -1.1 -2.3
O -1.37823 1.13009 0.09226 3.5 -3.2 -1.1

***

74
Properties=species:S:1:pos:R:3:forces:R:3 method="wB97M-V/def2-TZVPD" e_homo_ev=-14.04 total_charge=+2 homo_lumo_gap_ev=7.4
Ta -0.28633 -0.44485 1.12147 0.0 0.2 0.0
O -2.24011 2.93138 2.63980 0.1 -0.1 -0.1
C -1.42406 2.14152 2.23606 0.0 0.3 0.1
N -1.67521 0.84602 1.84794 0.1 -0.2 0.0
C -3.00965 0.33965 2.11706 -0.1 0.0 0.0
C -2.84835 -1.01696 2.72760 -0.1 0.1 0.0
C -3.84578 -1.63072 3.45953 0.0 0.0 0.0
C -3.60439 -2.87726 4.01189 0.0 0.0 0.0
C -2.36342 -3.46669 3.81137 0.0 0.0 0.0
C -1.42269 -2.80901 3.05087 0.1 -0.1 0.0
N -1.65185 -1.59902 2.50086 -0.3 0.0 0.1
C 0.03529 2.44907 2.15201 -0.1 0.0 0.0
C 0.52961 3.67746 2.52212 0.0 0.0 0.0
C 1.90360 3.87261 2.49018 0.0 -0.1 0.0
C 2.71176 2.81778 2.09819 0.0 0.0 0.0
C 2.13752 1.61562 1.72365 0.0 -0.1 0.0
N 0.80573 1.42246 1.73689 0.3 0.4 0.1
H -3.55407 1.02018 2.77246 0.0 0.0 0.0
H -3.57813 0.24511 1.18242 0.0 0.0 0.0
H -4.78785 -1.12179 3.60704 0.0 0.0 0.0
H -4.36368 -3.37483 4.59941 0.0 0.0 0.0
H -2.12020 -4.42879 4.23683 0.0 0.0 0.0
H -0.45763 -3.25279 2.86630 0.0 0.0 0.0
H -0.16424 4.44245 2.84082 0.0 0.0 0.0
H 2.33336 4.82253 2.77718 0.0 0.0 0.0
H 3.78784 2.91287 2.07959 0.0 0.0 0.0
H 2.75485 0.78864 1.40564 0.0 0.0 0.0
C -1.75032 5.26034 -1.31389 0.0 0.0 0.0
C -2.52869 4.27694 -0.71636 0.0 0.1 0.0
C -2.08555 2.96733 -0.69094 0.0 -0.1 0.0
C -0.85475 2.63035 -1.25687 0.1 0.0 -0.1
C -0.08541 3.61796 -1.87361 0.0 0.0 0.1
C -0.53617 4.92921 -1.89775 0.0 0.0 0.0
P -0.30508 0.91362 -1.15761 -0.2 0.1 0.0
C 1.12489 0.69925 -2.22632 0.0 -0.1 0.0
C 2.32137 1.34901 -1.91527 0.0 0.0 0.0
C 3.43248 1.17419 -2.71939 0.0 0.0 0.0
C 3.36004 0.34290 -3.83137 0.0 0.0 0.0
C 2.18028 -0.31825 -4.13206 0.0 0.0 0.0
C 1.06162 -0.14753 -3.32889 0.0 0.0 0.0
C -1.60086 -0.24981 -1.56442 0.1 0.2 0.1
C -2.45840 -0.40943 -2.64512 0.0 0.0 0.0
C -3.34134 -1.47483 -2.61157 0.0 0.0 0.0
C -3.35065 -2.35412 -1.52792 0.0 0.0 0.0
C -2.50424 -2.17221 -0.44697 0.0 -0.1 0.0
C -1.61494 -1.08492 -0.43848 -0.2 -0.2 -0.4
H -2.09946 6.28362 -1.33573 0.0 0.0 0.0
H -3.48197 4.53010 -0.27321 0.0 0.0 0.0
H -2.71261 2.20273 -0.24825 0.0 0.0 0.0
H 0.85336 3.36908 -2.34771 0.0 0.0 0.0
H 0.05861 5.69015 -2.38453 0.0 0.0 0.0
H 2.38167 2.00286 -1.05230 0.0 0.0 0.0
H 4.35499 1.68774 -2.48503 0.0 0.0 0.0
H 4.22779 0.21308 -4.46391 0.0 0.0 0.0
H 2.12538 -0.96343 -4.99822 0.0 0.0 0.0
H 0.14734 -0.67743 -3.56275 0.0 0.0 0.0
H -2.43736 0.27167 -3.48625 0.0 0.0 0.0
H -4.02586 -1.63703 -3.43312 0.0 0.0 0.0
H -4.03846 -3.18940 -1.53525 0.0 0.0 0.0
H -2.54207 -2.87858 0.37309 0.0 0.0 0.0
O 5.39908 -3.64792 1.28643 0.1 0.0 0.1
C 4.17798 -3.18072 1.06354 -0.1 0.0 -0.2
O 3.62880 -2.44582 1.84850 0.1 0.0 0.0
C 3.46424 -3.55328 -0.17528 0.0 0.1 -0.1
C 3.68571 -4.37820 -1.26009 0.0 -0.1 0.2
N 2.58190 -4.29541 -2.02095 0.1 0.1 -0.1
N 1.65646 -3.45930 -1.54127 -0.1 0.1 0.1
C 2.19080 -3.00777 -0.42630 0.2 -0.2 -0.1
C 1.48850 -2.03181 0.42680 0.3 -0.3 -0.1
O 1.67764 -0.78570 0.34683 0.1 0.4 -0.2
O 0.54596 -2.37329 1.20892 -0.3 -0.4 0.3
H 5.72185 -4.21521 0.57516 0.0 0.0 0.0
H 4.50644 -5.01925 -1.53629 0.0 0.0 0.0
H 2.39709 -4.78409 -2.88317 0.0 0.0 0.0

***

43
Properties=species:S:1:pos:R:3:forces:R:3 method="wB97M-V/def2-TZVPD" s2=0.7642 e_homo_ev="0.51 / -1.25" total_charge=-2 multiplicity=2 homo_lumo_gap_ev="4.0 / 5.7"
Ca 0.08174 -0.19965 0.13095 0.2 -0.3 -0.2
N -0.38059 0.89372 2.41322 -0.4 -0.4 0.0
C -0.47059 -0.09918 3.49124 0.1 0.4 0.0
C -0.65475 -1.53361 2.97486 0.0 -0.1 -0.8
O -1.00228 -2.38488 3.79708 0.1 0.0 0.0
O -0.41648 -1.69723 1.72772 -0.2 -0.4 1.0
H -0.23452 1.83703 2.74289 0.1 0.0 0.1
H -1.24980 0.90921 1.87741 -0.1 0.1 0.3
H -1.27019 0.08413 4.21250 -0.1 0.1 0.1
H 0.47286 -0.08961 4.04319 0.0 0.0 0.0
Cl -3.94864 5.48481 -0.38863 0.1 -0.1 0.0
C -2.55623 4.43036 -0.35939 -0.2 -0.1 0.0
C -1.28617 4.94685 -0.27966 0.2 0.1 0.0
Cl -1.03457 6.67620 -0.19945 0.0 -0.1 0.0
C -0.17916 4.07306 -0.26677 0.1 0.0 -0.1
Cl 1.44768 4.71530 -0.15682 -0.1 0.0 0.0
C -0.29674 2.67919 -0.35956 0.0 0.0 0.0
O 0.71220 1.87372 -0.37492 -0.3 0.8 -0.1
C -1.66524 2.12595 -0.39914 0.1 -0.1 0.0
O -1.82429 0.83758 -0.39179 -0.2 0.8 0.0
C -2.73062 3.03177 -0.41304 0.0 -0.1 0.0
Cl -4.33556 2.34060 -0.46559 0.1 0.1 0.0
N 4.08191 -1.88286 1.28040 0.2 -0.2 -0.1
C 4.63767 -0.73519 0.75376 0.0 0.0 0.0
C 3.58582 0.08543 0.49153 -0.4 -0.1 0.0
N 2.40280 -0.54951 0.83010 0.7 0.1 0.0
C 2.74319 -1.72964 1.27903 -0.3 0.0 0.1
H 4.55034 -2.74837 1.47297 0.0 0.0 0.0
H 5.69890 -0.61236 0.62488 0.0 0.0 0.0
H 3.56988 1.08432 0.08386 0.0 0.0 0.0
H 2.04963 -2.49088 1.61751 0.0 0.1 -0.1
O 0.42510 -1.53102 -1.60724 0.3 -0.8 -0.4
N 0.93972 -2.76586 -1.38447 -0.2 0.0 0.2
C 2.25784 -3.03842 -1.68618 -0.2 0.2 -0.1
C 2.79030 -4.26772 -1.45629 0.1 -0.3 0.1
C 2.02708 -5.32614 -0.88492 0.0 0.3 -0.1
C 0.66668 -5.00709 -0.60069 0.0 0.0 0.1
C 0.15306 -3.77201 -0.84449 0.2 0.2 -0.1
H 2.79574 -2.19682 -2.09792 0.0 0.0 0.0
H 3.83535 -4.40820 -1.71372 0.0 0.0 0.0
H 2.45081 -6.30114 -0.69447 0.0 0.0 0.0
H -0.00112 -5.72735 -0.14270 0.1 -0.1 0.0
H -0.85226 -3.47381 -0.59295 0.0 0.0 0.0